[1]
ORCA calculation (ωB97M-V with the def2-TZVPD basis set) on an isolated molecule of C6H12N2O4S.

Results
**LUMO level**: 0.30 eV
**Max |F|**: 4.46 eV/A
**HOMO**: -9.345 eV
**M**: 208.2 g/mol
**Energy above the lowest of the compared OMol25 structures with the same formula, charge and spin**: 216.0 kJ/mol

ORCA input file:
```
! wB97M-V def2-TZVPD RIJCOSX def2/J DEFGRID3
* xyz 0 1
N -2.6462 -1.4018 0.6871
C -1.7736 -0.6248 -0.0487
C -2.3110 0.7184 -0.3897
O -3.5203 0.3920 -1.1068
C -0.4197 -0.5417 0.5783
O -0.3138 -0.8553 1.7820
N 0.5658 -0.2830 -0.2790
C 1.8693 0.1390 0.1899
C 2.8878 -0.1986 -0.8275
S 3.3845 -1.9131 -0.1153
C 1.8446 1.7165 0.3225
O 2.8811 2.4132 0.2750
O 0.6232 2.2157 0.6294
H -2.5331 -2.3884 0.3777
H -2.4822 -1.2969 1.6649
H -1.7813 -1.1372 -1.0080
H -1.6066 1.1719 -1.1400
H -2.4259 1.3535 0.6086
H -3.7304 -0.3008 -0.2977
H 0.3355 0.1037 -1.1560
H 1.8964 -0.1007 1.2879
H 3.7730 0.3321 -0.6086
H 2.6722 -0.0117 -1.8833
H 2.2190 -2.6573 -0.2987
H 0.5919 3.1552 0.7560
*
```

[2]
ORCA calculation (ωB97M-V with the def2-TZVPD basis set) on an isolated molecule of C6H10N2O.

Results
**LUMO level**: 0.28 eV
**Max |F|**: 9.05 eV/A
**HOMO**: -8.837 eV
**M**: 126.2 g/mol
**Energy above the lowest of the compared OMol25 structures with the same formula, charge and spin**: 615.4 kJ/mol

ORCA input file:
```
! wB97M-V def2-TZVPD RIJCOSX def2/J DEFGRID3
* xyz 0 1
C 0.4169 2.3439 -1.7132
N -0.1067 1.3096 -1.0590
N 0.4939 0.2779 -0.5607
C 1.3380 -0.7779 -1.2336
C 0.5485 -1.8417 -0.4685
O 0.6041 -3.0697 -0.7779
C -0.3798 -0.8458 0.1119
C -0.5420 -0.7586 1.5601
C -1.0431 0.5524 1.9651
H 0.0007 3.1884 -2.0068
H 1.4690 2.2249 -2.3843
H 2.4245 -0.7568 -1.3006
H 1.1357 -0.9772 -2.2982
H -1.3723 -0.7807 -0.3141
H -1.6009 -1.4108 1.8107
H 0.2336 -1.4966 2.3420
H -0.5809 1.5496 1.7316
H -1.0751 0.4238 3.0355
H -1.9639 0.8453 1.5598
*
```

[3]
ORCA calculation (ωB97M-V with the def2-TZVPD basis set) on an isolated molecule of C4H6N2O.

Results
**LUMO level**: 0.96 eV
**Max |F|**: 5.65 eV/A
**HOMO**: -8.672 eV
**M**: 98.1 g/mol
**Energy above the lowest of the compared OMol25 structures with the same formula, charge and spin**: 692.2 kJ/mol

ORCA input file:
```
! wB97M-V def2-TZVPD RIJCOSX def2/J DEFGRID3
* xyz 0 1
C -1.4274 -0.7197 0.2213
N -1.5166 0.4963 -0.0528
N -0.5555 1.3922 -0.2580
C 0.7107 0.7990 0.2163
C 2.0661 0.0598 0.1297
C 0.8230 -0.6037 -0.4027
O -0.1660 -1.4413 0.0101
H -2.2258 -1.3352 0.2875
H -1.0566 2.0933 0.1859
H 0.1628 0.5706 1.3060
H 2.2054 -0.1456 1.3545
H 2.9004 0.4670 -0.4369
H 0.8127 -0.5523 -1.5903
*
```

[4]
ORCA calculation (ωB97M-V with the def2-TZVPD basis set) on the ion C8H12N3 with charge +1.

Results
**LUMO level**: -3.41 eV
**Max |F|**: 4.80 eV/A
**HOMO**: -12.218 eV
**M**: 150.2 g/mol
**Energy above the lowest of the compared OMol25 structures with the same formula, charge and spin**: 231.7 kJ/mol

ORCA input file:
```
! wB97M-V def2-TZVPD RIJCOSX def2/J DEFGRID3
* xyz 1 1
C 0.3576 -0.5977 -2.2433
C -0.1245 -0.9669 -0.7916
N -0.8118 -2.4351 -0.7790
C -1.1288 -0.0379 -0.1265
N -0.3500 0.9985 0.5253
C -0.8039 2.1674 1.0371
C 0.0775 2.6603 1.9143
C 1.1791 1.8057 1.9263
C 0.8905 0.7659 1.0753
C 1.4597 -0.4456 0.7105
N 1.0389 -1.3298 -0.1045
H 1.2610 -1.1505 -2.4792
H 0.5949 0.3995 -2.2225
H -0.4119 -0.6848 -3.1086
H 0.0007 -3.0001 -1.0421
H -1.8563 -2.6373 -1.0798
H -0.8292 -2.8012 0.2446
H -1.8877 0.4667 -0.7860
H -1.7832 -0.5646 0.6208
H -1.7065 2.7047 0.9913
H 0.1846 3.5180 2.3844
H 2.1428 1.9040 2.3011
H 2.5066 -0.7395 1.0321
*
```

[5]
ORCA calculation (ωB97M-V with the def2-TZVPD basis set) on the ion BrHNO2S with charge -1.

Results
**LUMO level**: 3.97 eV
**Max |F|**: 1.62 eV/A
**HOMO**: -4.148 eV
**M**: 159.0 g/mol
**Energy above the lowest of the compared OMol25 structures with the same formula, charge and spin**: 127.6 kJ/mol

ORCA input file:
```
! wB97M-V def2-TZVPD RIJCOSX def2/J DEFGRID3
* xyz -1 1
N 0.0446 -0.6388 0.7582
O -0.3990 -1.5415 -0.3568
O 0.6129 0.5595 -1.4965
S -0.4666 0.1598 -0.6432
Br -0.7625 2.3660 0.6062
H 0.9705 -0.9050 1.1321
*
```

[6]
ORCA calculation (ωB97M-V with the def2-TZVPD basis set) on a structure of composition C13H23FeN4.

Results
**LUMO level (spin up / spin down)**: 0.32 / 0.26 eV
**Max |F|**: 1.45 eV/A
**HOMO (spin up / spin down)**: -5.143 / -5.337 eV
**M**: 291.2 g/mol

ORCA input file:
```
! wB97M-V def2-TZVPD RIJCOSX def2/J DEFGRID3
* xyz 0 6
Fe -0.0376 -1.6841 -0.4304
N 1.4904 -3.2269 0.1899
C 2.2535 -2.7339 1.3356
C 2.7134 -1.2913 1.0931
N 1.5817 -0.3721 0.8550
C 0.9378 0.0492 2.1106
C -0.5803 0.1156 1.9824
N -1.0641 -1.2324 1.7128
C 1.9561 0.8152 0.0742
C 2.4170 0.4995 -1.3408
N 1.4628 -0.3971 -1.9751
H 1.1342 -4.1596 0.3625
H 2.0847 -3.2627 -0.6337
H 3.1405 -3.3434 1.5437
H 1.6023 -2.7808 2.2095
H 3.3306 -1.3061 0.1932
H 3.3383 -0.9564 1.9341
H 1.3221 1.0231 2.4419
H 1.1776 -0.6805 2.8884
H -0.8617 0.7452 1.1369
H -1.0001 0.5391 2.9018
H -2.0509 -1.2233 1.4867
H -0.9293 -1.8227 2.5266
H 2.7467 1.3964 0.5755
H 1.0599 1.4356 0.0111
H 3.4007 0.0205 -1.3259
H 2.5473 1.4568 -1.8625
H 1.6952 -0.5601 -2.9480
H 0.5089 -0.0096 -1.9401
C -1.4134 -0.3199 -1.2412
C -2.2579 0.7772 -1.3786
C -3.6859 0.6625 -1.3273
C -4.5065 1.7667 -1.3531
C -3.9779 3.0566 -1.4397
C -2.5950 3.2087 -1.5468
C -1.7602 2.1139 -1.5344
H -4.1091 -0.3328 -1.2596
H -5.5824 1.6368 -1.3132
H -4.6272 3.9219 -1.4350
H -2.1741 4.2029 -1.6490
H -0.6879 2.2523 -1.6311
*
```

[7]
ORCA calculation (ωB97M-V with the def2-TZVPD basis set) on a structure of composition C3H4CoO3.

Results
**LUMO level (spin up / spin down)**: -5.96 / -8.76 eV
**Max |F|**: 3.77 eV/A
**HOMO (spin up / spin down)**: -15.817 / -15.759 eV
**M**: 147.0 g/mol
**Energy above the lowest of the compared OMol25 structures with the same formula, charge and spin**: 44.8 kJ/mol

ORCA input file:
```
! wB97M-V def2-TZVPD RIJCOSX def2/J DEFGRID3
* xyz 1 5
O -1.1332 1.0177 0.3214
C -0.0063 0.7970 -0.1825
O 0.6019 1.2288 -1.1206
C -0.9483 -2.4277 0.5429
C 0.4079 -1.8570 0.1496
O 0.5550 -0.4859 0.6818
Co -1.3653 -0.6220 1.4231
H -1.5654 -2.6797 -0.3333
H -0.8463 -3.3301 1.1631
H 0.5586 -1.7874 -0.9397
H 1.2531 -2.4135 0.5792
*
```

[8]
ORCA calculation (ωB97M-V with the def2-TZVPD basis set) on a cluster of 2 separate species, C6H12O in total.

Results
**LUMO level**: 0.95 eV
**Max |F|**: 3.67 eV/A
**HOMO**: -8.509 eV
**M**: 100.2 g/mol
**Energy above the lowest of the compared OMol25 structures with the same formula, charge and spin**: 193.8 kJ/mol

ORCA input file:
```
! wB97M-V def2-TZVPD RIJCOSX def2/J DEFGRID3
* xyz 0 1
C 0.0446 -1.3699 -2.3837
C 0.4500 -1.0769 -1.1201
C -0.5441 -0.6349 -0.0826
C -0.2183 -0.2283 1.1899
C 1.2462 -0.2101 1.6824
C -1.2487 0.2576 2.1291
H -1.1134 -1.2804 -2.6037
H 0.7275 -1.6616 -3.2504
H 1.5647 -1.0613 -0.7519
H -1.6178 -0.4948 -0.3487
H 1.2566 -0.8383 2.6020
H 1.5372 0.8276 1.9671
H 1.9934 -0.5848 0.9771
H -1.1226 -0.3955 3.0204
H -2.1840 0.1806 1.6133
H -1.0080 1.3044 2.4518
O 0.2277 2.4394 -1.3866
H -0.4634 2.4903 -1.9771
H 0.2306 1.5743 -1.0972
*
```